[1]
This record from OMol25 describes a cluster of 2 separate species, C4H15N3O in total at a distorted geometry. The level of theory is ωB97M-V with the def2-TZVPD basis set.

Geometry as ORCA input:
```
! wB97M-V def2-TZVPD RIJCOSX def2/J DEFGRID3
* xyz 0 1
O -0.8552 -2.1999 2.5665
N -1.2104 -1.4255 -0.9586
N 2.0554 -0.4169 0.4016
N -1.3703 1.7890 0.1259
C 0.0413 2.2206 -0.1688
C 0.6786 -0.1795 -0.1031
C 0.2285 -1.5895 -0.8134
C 0.4747 0.9656 -1.0763
H 2.6330 0.3818 0.5459
H 0.6102 2.5947 0.6245
H -0.0853 0.8133 -1.9288
H -0.0042 -1.6723 2.5048
H 1.4090 1.4241 -1.4881
H -1.5472 -0.5198 -1.1195
H -1.5013 -1.5667 2.4045
H -1.2953 0.9411 0.6114
H 0.4948 -2.3515 0.0149
H -2.0597 2.5068 0.4673
H -0.1313 -0.1338 0.6855
H -0.1197 3.0816 -0.9504
H -1.6981 -1.9321 -0.2407
H 2.6450 -0.9829 -0.2915
H 0.6076 -1.7481 -1.8137
*
```

Computed properties:
Maximum force, eV/Å: 7.1
SMILES string: NCC[C@H](N)CN.O
M, g mol⁻¹: 121.184
Total energy, a.u.: -400.81841
Orbital gap, eV: 9.60
E_LUMO, eV: 0.85
Energy relative to the best compared isomer or geometry (same formula, charge and spin), kcal/mol: 62.6
Highest occupied orbital energy, eV: -8.752

***

[2]
This record from OMol25 describes a cluster of 2 separate species, C4H15N3O in total at a distorted geometry. The level of theory is ωB97M-V with the def2-TZVPD basis set.

Geometry as ORCA input:
```
! wB97M-V def2-TZVPD RIJCOSX def2/J DEFGRID3
* xyz 0 1
O 0.5673 1.8058 -0.2101
N 2.3536 -0.8277 0.2263
N -0.1013 -0.3366 -1.4675
N -3.3866 -0.6159 0.3566
C 1.9124 0.2378 1.1374
C -1.4371 -0.8410 -1.0856
C -2.0795 -0.0234 0.0413
C 1.7684 1.5882 0.4482
H 2.5950 0.3660 1.9987
H 2.4968 -1.6767 0.7469
H 2.5951 1.6850 -0.2349
H -1.4004 0.0023 0.8924
H -1.3343 -1.8716 -0.7405
H 1.8709 2.3568 1.2117
H 0.2793 0.9669 -0.7395
H 0.9521 -0.0510 1.5590
H -2.0962 -0.8310 -1.9412
H -0.0608 -0.0865 -2.4361
H -3.2779 -1.3678 1.0176
H -2.2014 1.0084 -0.2883
H -3.9425 0.0554 0.8698
H 0.6714 -0.9519 -1.2105
H 3.2559 -0.5917 -0.1514
*
```

Computed properties:
Maximum force, eV/Å: 1.1
SMILES string: NCCN.NCCO
M, g mol⁻¹: 121.184
Total energy, a.u.: -400.88328
Orbital gap, eV: 9.93
E_LUMO, eV: 0.96
Energy relative to the best compared isomer or geometry (same formula, charge and spin), kcal/mol: 21.9
Highest occupied orbital energy, eV: -8.976

***

[3]
This record from OMol25 describes a cluster of 2 separate species, C4H15N3O in total at a distorted geometry. The level of theory is ωB97M-V with the def2-TZVPD basis set.

Geometry as ORCA input:
```
! wB97M-V def2-TZVPD RIJCOSX def2/J DEFGRID3
* xyz 0 1
O 2.8142 -0.9952 -0.3801
N -0.9427 -0.2670 1.6423
N 0.0075 -1.8816 0.0466
N 0.1316 0.8912 -1.1650
C -0.1147 1.5956 0.0734
C -0.4978 -1.6322 1.4032
C -0.8178 1.3223 -2.2243
C 0.0417 0.7909 1.3608
H -0.9420 2.3968 -2.1827
H -0.4482 0.9679 -3.1923
H 2.3135 -0.6503 0.3671
H 0.2457 -1.8711 2.1620
H 0.8501 -2.4439 0.0106
H 0.6087 2.4088 0.1657
H -1.7282 0.7215 -2.1348
H 1.0702 0.4994 1.5883
H -1.7485 -0.1002 1.0504
H -0.1377 1.5184 2.1585
H -1.3144 -2.2978 1.6522
H -1.0865 2.1016 0.1780
H 0.0213 -0.1058 -1.0267
H -0.6764 -2.4347 -0.4471
H 2.3502 -0.5344 -1.1061
*
```

Computed properties:
Maximum force, eV/Å: 1.9
SMILES string: CNCCNCN.O
M, g mol⁻¹: 121.184
Total energy, a.u.: -400.87016
Orbital gap, eV: 9.55
E_LUMO, eV: 0.88
Energy relative to the best compared isomer or geometry (same formula, charge and spin), kcal/mol: 30.1
Highest occupied orbital energy, eV: -8.673

***

[4]
This record from OMol25 describes a cluster of 2 separate species, C4H15N3O in total at a distorted geometry. The level of theory is ωB97M-V with the def2-TZVPD basis set.

Geometry as ORCA input:
```
! wB97M-V def2-TZVPD RIJCOSX def2/J DEFGRID3
* xyz 1 2
O -1.4749 2.6287 0.3299
N 1.5734 1.5775 -0.9105
N -0.8353 -1.0119 2.4025
N 0.9929 -2.0765 -0.2455
C -0.3181 -0.0548 -1.0648
C 0.8425 0.6456 -1.7656
C -0.9935 -1.3830 0.9943
C 0.1924 -0.9692 0.1269
H -0.8448 0.0043 2.4945
H -0.8512 -0.6994 -1.7779
H -1.9636 -1.0878 0.6015
H 1.5368 -0.1301 -2.0735
H 1.6224 -1.9063 -1.0141
H 0.4936 1.2371 -2.6099
H -1.6161 3.5645 0.3267
H 0.4582 -2.9279 -0.4024
H 1.2779 1.7227 0.0338
H -1.0980 -2.4774 0.9871
H 0.1156 -1.2801 2.6724
H 2.5722 1.3930 -0.8250
H -1.1768 0.4864 -0.6713
H -0.5097 2.5808 0.2921
H 0.8577 -0.2891 0.7007
*
```

Computed properties:
Maximum force, eV/Å: 1.9
M, g mol⁻¹: 121.184
Total energy, a.u.: -400.55803
Orbital gap (spin up / spin down), eV: 10.94 / 4.89
E_LUMO (spin up / spin down), eV: -2.88 / -8.50
Energy relative to the best compared isomer or geometry (same formula, charge and spin), kcal/mol: 23.9
Highest occupied orbital energy (spin up / spin down), eV: -13.816 / -13.394